{"formula": "C7H8ClO3", "method": "ωB97M-V/def2-TZVPD", "species": ["Cl", "O", "O", "O", "C", "C", "C", "C", "C", "C", "C", "H", "H", "H", "H", "H", "H", "H", "H"], "positions_angstrom": [[-3.0011, 1.7379, -0.5262], [1.4093, 1.2249, 1.0335], [-2.7211, -0.7061, 1.5860], [-2.5193, -1.9164, -0.3205], [-2.5310, -0.9145, 0.3992], [2.0326, 0.0313, 0.4406], [0.8984, -0.9328, 0.3030], [-0.7848, 0.3787, -0.8836], [0.0593, -0.7913, -0.9323], [1.5661, 2.3929, 0.3707], [-2.0265, 0.3462, -0.3444], [-0.4761, 1.1504, -1.5605], [0.3174, -0.6866, 1.2252], [1.0223, 3.2033, 0.9155], [2.7067, -0.4543, 1.1148], [0.7299, -0.8548, -1.7510], [1.3696, -1.9278, 0.3377], [2.6530, 0.4059, -0.5190], [-0.7047, -1.6870, -0.8887]], "lumo_ev": 3.2714, "e_tot_ha": -957.3522, "charge": -1, "gap_ev": 7.805}